{
  "formula": "C18H37O7PPtS",
  "method": "wB97M-V/def2-TZVPD",
  "charge": 2,
  "e_homo_ev": -13.042,
  "elements": ["C", "C", "O", "P", "O", "C", "C", "C", "C", "O", "S", "O", "O", "C", "C", "C", "C", "C", "C", "C", "C", "C", "O", "C", "O", "C", "C", "H", "H", "H", "H", "H", "H", "H", "H", "H", "H", "H", "H", "H", "H", "H", "H", "H", "H", "H", "H", "H", "H", "H", "H", "H", "H", "H", "H", "H", "H", "H", "H", "H", "H", "H", "H", "H", "Pt"],
  "positions_angstrom": [[0.463317, 0.717513, 4.688011], [-0.689427, -0.266686, 4.630137], [-1.367606, -0.351911, 3.386799], [-0.626253, -0.927071, 2.092807], [-0.211126, 0.191221, 1.172374], [-1.801539, -2.044486, 1.313298], [-2.398145, -1.532940, -0.020073], [-2.119494, -2.445806, -1.228570], [-0.983979, -1.970896, -2.116896], [0.135133, -1.744517, -1.221167], [1.541820, -1.353836, -1.834184], [2.402812, -2.474203, -1.637435], [1.959445, -0.120760, -1.231622], [1.297854, -1.087516, -3.578355], [-0.141201, -0.878104, -4.113680], [-1.206934, -0.764079, -3.033807], [-1.234685, 0.561087, -2.250161], [-0.666477, 1.826349, -2.907083], [-1.311535, 3.089524, -2.308313], [-0.428172, 3.772807, -1.268636], [-0.607340, 3.131521, 0.103793], [0.644207, 2.376789, 0.684811], [1.551738, 2.050063, -0.189457], [2.863257, 2.591635, -0.124495], [0.588955, -1.705113, 2.691406], [1.539014, -2.317917, 1.758669], [2.673732, -2.954322, 2.539890], [0.453613, 1.245054, 5.634224], [0.379827, 1.434660, 3.879381], [1.403855, 0.187317, 4.588466], [-0.357634, -1.290391, 4.907241], [-1.509646, 0.106023, 5.372814], [-2.601864, -2.164674, 2.039371], [-1.331018, -3.019714, 1.237355], [-3.470304, -1.428806, 0.098593], [-2.020956, -0.539379, -0.192036], [-1.815503, -3.418363, -0.849637], [-2.996438, -2.618939, -1.840701], [-0.716056, -2.803761, -2.767183], [1.730365, -1.969915, -4.034413], [1.941651, -0.256117, -3.835500], [-0.142977, -0.039636, -4.796556], [-0.386008, -1.751313, -4.709034], [-2.173156, -0.921394, -3.503454], [-2.280979, 0.757528, -2.025103], [-0.732895, 0.452377, -1.296059], [-0.819318, 1.850052, -3.978071], [0.397705, 1.834991, -2.685865], [-2.237265, 2.849881, -1.791641], [-1.580197, 3.797122, -3.085021], [-0.763248, 4.804633, -1.152147], [0.600423, 3.828881, -1.605689], [-0.820313, 3.871990, 0.876461], [-1.450424, 2.448996, 0.093611], [0.062453, 1.293765, 1.006853], [1.066010, 2.822920, 1.587392], [2.889284, 3.478251, -0.756736], [3.144313, 2.871678, 0.887080], [3.552097, 1.855815, -0.516934], [1.042533, -3.068616, 1.152775], [1.930291, -1.569251, 1.081707], [2.970618, -3.865487, 2.033893], [3.542320, -2.308245, 2.542997], [2.369845, -3.206051, 3.547655], [-1.138374, -0.920223, 6.855853]],
  "forces_ev_per_angstrom": [[0.0163, -0.3516, -0.3219], [0.1655, 0.0396, 2.0718], [0.1881, -0.3454, -1.6101], [-1.0732, -1.2268, 3.1669], [0.8017, 2.8074, -2.0254], [-0.2399, 0.5665, -0.4988], [-0.1874, -0.3853, -0.0116], [0.5888, 0.2092, 0.3568], [-0.4925, -0.3957, -0.2961], [-0.0040, 0.4057, 0.0420], [0.9710, -0.6924, -0.2830], [-0.1335, -0.0680, -0.0483], [-0.2624, 0.4100, 0.3077], [-0.4012, -0.2009, -0.3134], [0.2553, -0.0862, 0.0995], [0.4491, 0.0080, 0.4539], [-0.4689, 0.2758, -0.3141], [-0.4750, -0.1157, 0.3724], [0.4643, 0.0118, 0.0886], [-0.3719, -0.0490, -0.3622], [-0.2139, -1.3582, 0.4196], [3.9208, 4.8882, -2.7647], [-2.5184, 0.9823, 0.8212], [1.5235, -0.3712, 0.5152], [-0.2427, 0.4161, -0.6544], [0.8212, -0.6372, -0.0387], [-0.0759, 0.1105, -0.3622], [0.0442, 0.1105, 0.0620], [-0.0357, 0.3558, -0.1406], [0.2398, 0.0292, -0.0284], [0.1607, 0.0417, -0.0709], [0.0195, 0.0156, -0.4327], [0.0567, 0.0877, 0.3160], [0.2742, -0.0813, -0.1384], [-0.1612, -0.0277, 0.1263], [-0.0351, 0.2421, -0.2079], [-0.0963, -0.2391, -0.0238], [-0.2098, 0.1398, -0.0912], [0.0343, -0.2016, -0.0058], [0.1263, -0.1694, -0.0065], [0.1637, 0.2087, 0.2012], [-0.0329, 0.2171, -0.0535], [-0.0585, -0.0993, -0.1437], [-0.1436, 0.0573, -0.1665], [-0.1699, -0.0036, 0.1052], [0.1760, -0.1463, 0.1591], [0.0445, -0.1744, -0.2177], [0.2970, 0.1047, -0.3987], [-0.3155, -0.0894, -0.2119], [0.1395, 0.1403, -0.1500], [-0.0130, 0.1057, 0.2218], [0.1999, 0.0064, 0.0258], [0.2310, -0.1703, 0.4657], [-0.4734, 0.1000, -0.0295], [-2.3021, -4.8372, 1.3430], [-0.0144, -0.5317, 0.5504], [-0.3373, 0.0328, -0.1618], [-0.1413, -0.0190, 0.2160], [-0.0573, -0.2122, -0.1146], [-0.4350, -0.0334, 0.0638], [-0.1148, 0.3589, -0.0542], [0.0516, -0.1941, -0.0207], [0.1144, 0.1513, 0.3054], [-0.0304, -0.0335, 0.1914], [-0.2007, -0.0898, -0.2950]]
}

---

{
  "formula": "C6H13N4",
  "method": "wB97M-V/def2-TZVPD",
  "charge": 1,
  "e_above_lowest_ev": 4.488,
  "e_homo_ev": -11.801,
  "elements": ["C", "C", "C", "C", "C", "C", "N", "N", "N", "N", "H", "H", "H", "H", "H", "H", "H", "H", "H", "H", "H", "H", "H"],
  "positions_angstrom": [[-1.757863, -1.345984, -0.460888], [1.898852, 0.254592, 0.631669], [1.721686, 0.573809, -0.855379], [1.012736, 0.951899, 1.625097], [-0.776327, 0.700341, -0.062264], [0.113988, 0.488758, -1.201046], [-0.829259, -1.788013, -1.162535], [0.055975, -1.035609, -1.783613], [-2.973603, -1.735279, -0.159596], [-0.430313, 0.597459, 1.391954], [1.871529, -0.834188, 0.789238], [2.923122, 0.665707, 0.780597], [2.042838, 1.621943, -1.109460], [2.191863, -0.055855, -1.675536], [1.269289, 0.476293, 2.603392], [1.234138, 2.094404, 1.634107], [-1.642379, 1.420653, -0.234778], [-0.141702, 1.146412, -2.101006], [0.893818, -1.632480, -1.709954], [-3.429584, -2.270715, -0.842405], [-3.606870, -1.191962, 0.423935], [-0.689013, -0.415907, 1.690454], [-0.952921, 1.313721, 1.788019]],
  "forces_ev_per_angstrom": [[2.4135, 1.8823, -0.0380], [2.0364, -0.0622, -1.4090], [-2.7274, 1.1867, -1.9174], [1.0747, 0.2180, 1.0049], [-3.2464, -0.4470, -2.1130], [2.5985, 0.0707, -0.1993], [-1.9603, -0.3439, 0.7304], [0.2448, -0.1121, 0.5540], [-0.8812, 0.6033, 1.0029], [1.5211, -2.3766, -2.2595], [0.1944, 0.2851, 0.0948], [-0.4523, -0.8673, 0.6951], [-0.2554, -0.8832, 0.5327], [-0.0202, 0.4862, 1.6852], [-0.1732, 0.9547, -0.4716], [-1.0550, -1.9749, 0.0050], [1.4513, -0.9692, 0.4645], [0.1502, -1.0408, 1.4778], [0.1884, 1.1699, -0.2775], [-0.8459, -0.8287, -1.0437], [0.7061, -0.2827, -0.0554], [0.6713, 2.3512, -0.0344], [-1.6333, 0.9805, 1.5713]]
}

---

{
  "formula": "C6H7BrN2",
  "method": "wB97M-V/def2-TZVPD",
  "charge": 0,
  "e_above_lowest_ev": 4.150,
  "e_homo_ev": [-8.360, -8.919],
  "elements": ["C", "C", "C", "C", "C", "C", "N", "N", "Br", "H", "H", "H", "H", "H", "H", "H"],
  "positions_angstrom": [[-1.292848, 3.420459, -2.522681], [0.021052, 0.033784, 0.414445], [0.322164, -1.249886, -0.331934], [0.707310, -2.212124, 0.872253], [0.002638, -1.461947, 2.065630], [-0.239566, 3.572535, -1.590645], [-2.197862, 3.336873, -3.214174], [-0.040751, -0.042319, 1.688274], [-0.227811, 2.304762, -0.238269], [-0.634145, -1.542480, -0.824588], [1.155223, -1.302822, -1.124428], [0.212243, -3.060809, 0.472636], [1.750614, -2.322888, 1.091350], [-0.989543, -1.950175, 2.219872], [0.753357, -1.573112, 2.861765], [0.697925, 4.050148, -1.839506]],
  "forces_ev_per_angstrom": [[1.7603, 0.5829, 1.3121], [1.1584, -0.9326, 2.3916], [1.2313, -0.2353, -0.8053], [-2.0984, 2.1901, -1.0622], [1.4556, -1.7580, -0.5592], [-0.3405, -0.4738, -0.3666], [-1.3229, -0.1864, -1.1162], [-0.9053, 0.4953, -2.7449], [-0.1534, 0.4961, 0.3787], [0.6823, -0.1175, 0.2740], [-1.3958, 0.7946, 1.0664], [-0.0020, -1.6482, 0.7913], [0.5123, -0.1145, -0.4554], [0.6788, 0.9174, 0.4869], [-1.1338, 0.0699, 0.5287], [-0.1269, -0.0799, -0.1198]]
}

---

{
  "formula": "C5H10N3O3",
  "method": "wB97M-V/def2-TZVPD",
  "charge": -1,
  "e_above_lowest_ev": 2.477,
  "e_homo_ev": [-2.430, -2.434],
  "elements": ["C", "C", "C", "C", "C", "N", "N", "N", "O", "O", "O", "H", "H", "H", "H", "H", "H", "H", "H", "H", "H"],
  "positions_angstrom": [[-0.230989, 1.419613, 0.395325], [-2.183715, 0.060950, -0.428401], [1.215936, -0.524039, 0.169903], [1.387564, -1.124983, 1.497748], [1.881287, -1.167279, -0.937590], [-1.617032, 1.105540, 0.227498], [0.673955, 0.644925, -0.102156], [-3.497840, -0.097285, -0.445087], [-4.189645, -1.183988, -0.784275], [-0.002806, 2.513155, 0.788905], [2.031642, 1.771280, -0.957481], [-1.560353, -0.728965, -0.913055], [0.408161, -0.930835, 2.083388], [2.096280, -0.509026, 2.032821], [1.772035, -2.220945, 1.406217], [2.994237, -1.396851, -0.799716], [1.787119, -0.480054, -1.822155], [1.530164, -2.260985, -1.186896], [-2.130925, 1.875236, 0.537719], [-3.982248, 0.676050, -0.016415], [1.617183, 2.558480, -0.746299]],
  "forces_ev_per_angstrom": [[-0.5755, -1.1218, -0.8883], [-1.2240, -1.2262, -0.3530], [-1.6262, 1.9440, -0.8179], [-1.2035, -0.4424, 1.4215], [1.5373, -2.1572, -2.8436], [0.9865, -1.7120, -0.6623], [0.7948, -5.1078, -0.1179], [1.9066, -0.6887, 0.0447], [0.4665, 0.9474, -0.1133], [-0.0498, 3.9065, 1.8892], [2.2258, -1.5908, -1.1124], [-0.5023, 0.8859, 0.7201], [1.4383, -1.1349, -0.6104], [0.7169, -0.0820, 0.4048], [-1.0360, 1.9453, 0.4912], [-1.1590, 0.7526, 0.2204], [0.1887, -0.9210, 0.6778], [0.0082, 1.8737, 0.3589], [-1.1459, 1.1025, 0.4879], [-0.7083, 0.1585, 0.1679], [-1.0391, 2.6683, 0.6350]]
}

---

{
  "formula": "C5H12NO2",
  "method": "wB97M-V/def2-TZVPD",
  "charge": 1,
  "e_above_lowest_ev": 3.757,
  "e_homo_ev": [-13.487, -16.262],
  "spin_multiplicity": 3,
  "elements": ["C", "C", "C", "C", "C", "N", "O", "O", "H", "H", "H", "H", "H", "H", "H", "H", "H", "H", "H", "H"],
  "positions_angstrom": [[-0.928209, 0.948398, -1.146950], [-1.483585, -1.430930, -0.194806], [-1.075245, 0.427640, 1.363164], [2.952229, 0.254967, -0.202508], [-0.804642, -0.109969, -0.044336], [0.719709, -0.419641, 0.044552], [1.102486, -1.324987, 0.687222], [1.565431, 0.368231, -0.453890], [-0.257031, 1.760545, -0.757194], [-0.683675, 0.735057, -2.102274], [-1.822484, 1.403949, -1.169118], [-1.225917, -2.057766, 0.734237], [-1.449989, -1.721162, -1.244274], [-2.621891, -1.148861, -0.186662], [-0.821929, -0.447311, 2.012427], [-0.655172, 1.399698, 1.477594], [-2.174410, 0.670177, 1.598688], [3.202987, 1.107936, -0.855760], [3.277182, -0.722072, -0.415172], [3.184162, 0.306098, 0.855064]],
  "forces_ev_per_angstrom": [[3.3687, 0.3868, 4.2321], [-2.6823, 0.7570, 0.3013], [-2.2344, -0.7729, 0.2462], [0.2647, 0.8928, 0.4642], [-1.1485, 1.0805, 0.1846], [-4.6848, 2.6581, -2.9705], [2.5665, -6.3279, 4.5455], [0.9166, 3.3473, -2.0583], [-0.4890, -0.4237, -0.8438], [1.0882, -1.3079, -2.9701], [-3.6691, 1.1536, 0.3486], [-0.5560, 0.1560, -2.0900], [0.8315, -1.2367, 0.3542], [1.9175, -0.5680, 0.6166], [0.1729, 1.5006, 0.2561], [1.1886, 0.3568, 0.7278], [1.2773, -0.7971, -0.9146], [1.2013, -0.7706, 0.6443], [0.7211, -1.1080, -1.3561], [-0.0509, 1.0233, 0.2819]]
}

---

{
  "formula": "C5H13NS",
  "method": "wB97M-V/def2-TZVPD",
  "charge": 0,
  "e_above_lowest_ev": 0.684,
  "e_homo_ev": -8.927,
  "smiles": "CNCCCCS",
  "elements": ["C", "N", "C", "C", "C", "C", "S", "H", "H", "H", "H", "H", "H", "H", "H", "H", "H", "H", "H", "H"],
  "positions_angstrom": [[-2.419096, 1.705764, 0.944138], [-1.101345, 1.063796, 0.864619], [-0.632974, 0.949650, -0.517485], [0.849729, 0.575171, -0.593254], [1.141571, -0.881042, -1.003411], [1.959951, -1.673325, 0.016003], [0.933130, -2.366252, 1.339479], [-3.223443, 1.142393, 0.447268], [-2.685138, 1.810549, 1.995662], [-2.390595, 2.685959, 0.479709], [-1.247681, 0.115122, 1.200054], [-1.236963, 0.265182, -1.131761], [-0.785627, 1.922118, -0.984470], [1.349795, 0.797274, 0.351003], [1.343885, 1.282280, -1.258922], [0.182382, -1.377940, -1.202362], [1.625449, -0.896395, -1.975621], [2.695060, -1.017190, 0.470663], [2.539824, -2.443582, -0.491384], [1.102086, -3.659534, 1.050073]],
  "forces_ev_per_angstrom": [[0.0552, -0.3422, 0.0848], [-0.6268, -0.2801, -0.3312], [0.1070, 0.4174, 0.0865], [0.2172, 0.0535, -0.0352], [-0.5085, 0.1460, -0.2399], [0.0938, 0.1803, -0.6301], [0.0253, -0.0470, 0.2763], [0.0725, -0.0246, -0.0257], [-0.0622, 0.1151, -0.0310], [0.1234, 0.2151, 0.0402], [0.3307, 0.0256, 0.2391], [0.0115, -0.1541, 0.1132], [0.0653, 0.1971, 0.0691], [-0.3556, -0.0827, 0.2946], [0.0044, -0.1764, -0.3837], [0.2014, -0.1076, 0.2544], [0.4083, 0.0229, -0.0836], [0.0744, 0.1037, 0.1663], [-0.2108, -0.2392, 0.2076], [-0.0269, -0.0229, -0.0717]]
}